Here is C3H3N3O as an isolated structure at a distorted geometry from the Open Molecules 2025 dataset. Energies are from wB97M-V/def2-TZVPD.

Computed properties:
- HOMO energy (eV) = -9.2
- multiplicity = 1
- LUMO level (Ha) = -0.0177
- orbital gap (eV) = 8.7
- max |F| (Eh/bohr) = 0.0967
- total energy (eV) = -9673.8916
- energy relative to the best compared isomer or geometry (same formula, charge and spin) (eV) = 3.563

Positions of all 10 atoms, in Å:
O  2.30  -0.88  -0.04
C  1.16  -1.08  0.22
N  1.04  0.82  0.14
N  -0.03  1.44  0.14
C  -1.13  0.65  -0.11
C  -1.12  -0.71  -0.16
N  -0.04  -1.55  0.04
H  1.90  1.38  0.33
H  -2.03  1.21  -0.24
H  -2.03  -1.28  -0.34